Record 1
Density functional theory data (the ωB97M-V functional and the def2-TZVPD basis) for C21H29N3O6S in the gas phase.

```
60
Properties=species:S:1:pos:R:3:mulliken_charge:R:1
C 3.772 -0.922 -6.148 -1.118
C 2.702 -1.579 -5.289 -0.296
O 2.512 -0.881 -4.058 -0.388
C 3.406 -1.158 -3.084 0.791
O 4.273 -1.996 -3.173 -0.651
N 3.232 -0.371 -1.993 0.173
C 3.995 -0.635 -0.794 -1.020
C 3.070 -1.182 0.304 -0.681
N 1.978 -0.258 0.514 0.130
C 1.788 0.557 1.578 1.041
O 0.950 1.440 1.557 -0.663
C 2.650 0.301 2.807 -1.189
C 2.017 0.932 4.029 -1.060
S 0.699 -0.191 4.632 1.432
O 0.322 0.244 5.950 -0.747
O 1.190 -1.542 4.490 -0.708
C -0.681 0.034 3.519 -0.303
C -1.469 1.159 3.650 -0.330
C -2.513 1.393 2.769 -1.461
C -2.732 0.465 1.761 -0.033
C -1.934 -0.676 1.643 0.993
C -0.899 -0.902 2.521 -0.323
C -2.400 -1.513 0.489 -0.583
C -3.559 -0.690 -0.099 -0.826
N -3.705 0.480 0.762 0.218
C -4.664 1.445 0.601 0.599
O -4.756 2.400 1.340 -0.645
C -5.603 1.224 -0.573 -0.264
C -6.612 2.359 -0.682 -1.412
C 1.205 -0.031 -0.692 -0.356
C 2.114 0.524 -1.795 -0.971
H 3.841 -1.439 -7.101 0.384
H 3.525 0.122 -6.326 0.294
H 4.734 -0.979 -5.645 0.312
H 2.978 -2.616 -5.071 0.333
H 1.726 -1.548 -5.780 0.320
H 4.771 -1.360 -1.041 0.506
H 4.456 0.299 -0.456 0.283
H 3.635 -1.343 1.218 0.525
H 2.654 -2.141 -0.026 0.212
H 2.729 -0.771 3.001 0.508
H 3.648 0.710 2.631 0.519
H 2.713 1.037 4.856 0.478
H 1.542 1.882 3.802 0.485
H -1.263 1.846 4.455 0.459
H -3.135 2.267 2.855 0.536
H -0.267 -1.774 2.463 0.520
H -2.735 -2.494 0.831 0.317
H -1.604 -1.668 -0.240 0.122
H -3.340 -0.372 -1.124 0.383
H -4.490 -1.264 -0.112 0.353
H -6.124 0.273 -0.436 0.258
H -5.015 1.154 -1.492 0.265
H -6.098 3.305 -0.823 0.327
H -7.283 2.191 -1.521 0.416
H -7.197 2.429 0.231 0.323
H 0.410 0.676 -0.453 0.456
H 0.775 -0.984 -1.017 0.045
H 1.567 0.632 -2.729 0.453
H 2.499 1.502 -1.485 0.260
```

Computed properties:
charge: 0
energy above the lowest of the compared OMol25 structures with the same formula, charge and spin: 0.551 eV
E_LUMO: 0.340 eV
orbital gap: 0.32491 Eh
SMILES string: CCOC(=O)N1CCN(C(=O)CCS(=O)(=O)c2ccc3c(c2)CCN3C(=O)CC)CC1


Record 2
Density functional theory data (the ωB97M-V functional and the def2-TZVPD basis) for C21H29N5O2 in the gas phase.

```
57
Properties=species:S:1:pos:R:3:mulliken_charge:R:1
C 3.448 -4.553 6.642 -1.240
C 2.677 -3.589 5.798 0.281
C 2.293 -3.722 4.449 -0.430
N 1.626 -2.664 4.013 -0.978
N 1.562 -1.841 5.064 0.723
C 0.935 -0.545 4.918 -0.939
C 1.774 0.402 4.072 -0.105
C 1.048 1.719 3.827 -0.779
N 1.813 2.652 3.001 -0.102
C 1.629 2.777 1.638 0.164
O 1.651 3.867 1.103 -0.633
C 1.429 1.492 0.860 -1.190
C 0.968 1.742 -0.565 0.682
C -0.457 2.338 -0.667 -0.758
C -1.218 1.370 -1.575 -0.796
N -0.165 0.731 -2.357 0.210
C -0.604 -0.441 -3.083 -1.168
C -1.576 -0.105 -4.187 0.826
C -1.352 0.996 -5.012 -0.302
C -2.232 1.298 -6.035 -0.695
C -3.346 0.495 -6.266 0.732
C -4.260 0.876 -7.391 0.350
N -5.067 -0.119 -7.873 -0.405
O -4.296 2.004 -7.841 -0.618
C -3.578 -0.598 -5.440 -0.846
C -2.700 -0.890 -4.406 -0.788
C 0.878 0.452 -1.385 -1.303
C 2.182 -2.354 6.151 -0.025
H 3.336 -4.322 7.701 0.331
H 3.101 -5.575 6.488 0.326
H 4.513 -4.528 6.409 0.252
H 2.472 -4.553 3.784 0.454
H -0.045 -0.698 4.461 0.336
H 0.776 -0.143 5.920 0.276
H 2.730 0.597 4.563 0.207
H 1.994 -0.088 3.123 0.327
H 0.066 1.526 3.383 0.268
H 0.859 2.215 4.780 0.498
H 1.925 3.569 3.410 0.289
H 2.382 0.953 0.877 0.477
H 0.712 0.848 1.378 0.507
H 1.672 2.423 -1.040 0.423
H -0.933 2.424 0.312 0.344
H -0.422 3.338 -1.093 0.244
H -1.759 0.616 -0.975 0.286
H -1.945 1.860 -2.224 0.437
H 0.280 -0.918 -3.517 0.381
H -1.066 -1.182 -2.406 0.409
H -0.488 1.621 -4.828 0.410
H -2.076 2.159 -6.671 0.431
H -4.818 -1.081 -7.729 0.208
H -5.583 0.106 -8.708 0.244
H -4.464 -1.207 -5.569 0.359
H -2.899 -1.731 -3.753 0.348
H 1.814 0.189 -1.880 0.410
H 0.592 -0.394 -0.731 0.302
H 2.215 -1.815 7.084 0.349
```

Computed properties:
charge: 0
energy above the lowest of the compared OMol25 structures with the same formula, charge and spin: 1.421 eV
E_LUMO: 0.643 eV
orbital gap: 0.34638 Eh
SMILES string: Cc1cnn(CCCNC(=O)C[C@@H]2CCN(Cc3ccc(C(N)=O)cc3)C2)c1


Record 3
Density functional theory data (the ωB97M-V functional and the def2-TZVPD basis) for C21H29N5O3 in the gas phase in a non-equilibrium geometry.

```
58
Properties=species:S:1:pos:R:3:mulliken_charge:R:1
C -3.768 -1.786 3.142 -1.589
C -2.984 -1.288 1.936 0.746
C -3.791 -1.474 0.648 -1.196
N -3.117 -0.897 -0.486 0.286
C -3.249 0.378 -0.940 -0.269
N -2.453 0.594 -1.944 -0.231
N -1.770 -0.536 -2.171 -0.705
C -2.165 -1.431 -1.305 0.707
C -1.572 -2.797 -1.209 -1.035
N -0.149 -2.674 -0.962 -0.089
C 0.345 -2.714 0.296 -0.173
O -0.312 -3.086 1.248 -0.730
C 1.778 -2.226 0.437 1.012
C 2.749 -2.733 -0.644 -1.044
C 3.355 -1.580 -1.449 -0.705
C 3.941 -0.543 -0.508 0.699
O 5.079 -0.127 -0.582 -0.686
N 3.065 -0.149 0.444 0.354
C 3.461 0.824 1.436 -0.954
C 3.180 2.263 0.978 -1.340
C 1.727 2.500 0.679 0.217
C 0.793 2.603 1.706 -0.021
C -0.536 2.850 1.434 -0.804
C -0.971 3.014 0.118 0.688
O -2.289 3.320 -0.045 -0.489
C -2.723 3.709 -1.332 -0.951
C -0.053 2.875 -0.917 -0.166
C 1.276 2.618 -0.627 -0.683
C 1.729 -0.683 0.438 -1.502
H -3.184 -1.651 4.048 0.405
H -4.703 -1.239 3.250 0.380
H -3.996 -2.844 3.038 0.365
H -2.748 -0.228 2.056 0.189
H -2.045 -1.840 1.861 -0.053
H -3.961 -2.537 0.459 0.296
H -4.763 -0.980 0.743 0.444
H -3.923 1.093 -0.517 0.474
H -1.726 -3.340 -2.145 0.326
H -2.000 -3.358 -0.376 0.434
H 0.369 -2.196 -1.683 0.300
H 2.120 -2.550 1.424 0.444
H 3.564 -3.277 -0.164 0.382
H 2.250 -3.433 -1.318 0.452
H 2.598 -1.098 -2.072 0.333
H 4.150 -1.944 -2.100 0.348
H 2.934 0.608 2.368 0.452
H 4.537 0.707 1.593 0.493
H 3.512 2.940 1.768 0.439
H 3.778 2.458 0.086 0.399
H 1.115 2.507 2.733 0.436
H -1.257 2.948 2.231 0.463
H -2.656 2.878 -2.039 0.375
H -2.144 4.563 -1.698 0.423
H -3.764 4.007 -1.211 0.231
H -0.363 2.961 -1.945 0.368
H 1.981 2.523 -1.442 0.369
H 1.173 -0.322 -0.438 0.230
H 1.200 -0.329 1.325 0.459
```

Computed properties:
charge: 0
energy above the lowest of the compared OMol25 structures with the same formula, charge and spin: 1.966 eV
E_LUMO: 0.669 eV
orbital gap: 0.32812 Eh
SMILES string: CCCn1cnnc1CNC(=O)[C@H]1CCC(=O)N(CCc2ccc(OC)cc2)C1


Record 4
Density functional theory data (the ωB97M-V functional and the def2-TZVPD basis) for a molecular structure, C21H29N6OPV in a non-equilibrium geometry.

```
59
Properties=species:S:1:pos:R:3:mulliken_charge:R:1
V 0.157 -1.676 0.868 0.558
C -4.232 -1.155 0.690 -0.836
C -4.556 -0.690 1.950 -0.594
C -3.558 -0.518 2.881 -0.756
C -2.257 -0.828 2.536 0.945
N -1.958 -1.317 1.300 -0.051
C -2.935 -1.449 0.401 -0.163
C -1.111 -0.619 3.381 0.448
C -1.216 -0.221 4.732 -1.155
C -0.019 -0.115 5.454 -0.589
C 1.190 -0.385 4.833 -1.114
C 1.190 -0.687 3.488 0.664
N 0.054 -0.873 2.803 0.745
C 2.424 -0.868 2.677 0.716
C 3.715 -0.545 3.134 -0.813
C 4.786 -0.610 2.208 -0.525
C 4.555 -1.107 0.914 -0.743
C 3.239 -1.508 0.619 -0.198
N 2.217 -1.415 1.442 -0.188
H -4.949 -1.305 -0.117 0.449
H -5.589 -0.519 2.297 0.445
H -3.789 -0.120 3.850 0.389
H -2.670 -1.865 -0.570 0.501
H -2.171 0.122 5.142 0.280
H 0.017 0.161 6.499 0.464
H 2.093 -0.291 5.382 0.412
H 3.841 -0.138 4.117 0.371
H 5.749 -0.267 2.455 0.509
H 5.329 -1.187 0.168 0.473
H 3.016 -1.890 -0.368 0.462
C -1.738 2.169 -2.571 -0.956
N -1.351 1.032 -1.663 0.364
C -1.432 1.496 -0.259 -0.763
P -0.042 0.097 -2.043 0.123
O 0.250 -0.818 -0.870 -0.241
N -0.437 -0.565 -3.457 0.506
C 0.620 -0.886 -4.464 -1.032
C -1.777 -0.610 -4.008 -1.102
N 1.303 0.947 -2.335 0.400
C 1.541 1.781 -3.495 -1.208
C 2.203 1.398 -1.231 -0.775
H -2.783 2.432 -2.348 0.349
H -1.669 1.812 -3.584 0.332
H -1.151 3.068 -2.430 0.313
H -2.465 1.796 0.017 0.317
H -0.775 2.338 -0.051 0.347
H -1.166 0.661 0.399 0.111
H 1.631 -0.761 -4.001 0.298
H 0.562 -0.246 -5.351 0.385
H 0.484 -1.915 -4.852 0.329
H -2.504 -0.571 -3.197 0.331
H -1.986 -1.584 -4.468 0.335
H -1.926 0.205 -4.743 0.350
H 0.669 1.886 -4.128 0.396
H 2.337 1.384 -4.140 0.338
H 1.763 2.768 -3.160 0.382
H 2.134 0.752 -0.384 -0.091
H 1.879 2.376 -0.858 0.361
H 3.266 1.439 -1.489 0.397
```

Computed properties:
charge: +2
energy above the lowest of the compared OMol25 structures with the same formula, charge and spin: 0.000 eV
E_LUMO (spin up / spin down): -6.606 / -6.608 eV
orbital gap (spin up / spin down): 0.28000 / 0.28497 Eh
multiplicity: 4
⟨S²⟩: 3.757


Record 5
Density functional theory data (the ωB97M-V functional and the def2-TZVPD basis) for C21H29NO5 in the gas phase.

```
56
Properties=species:S:1:pos:R:3:mulliken_charge:R:1
C -3.003 -3.113 0.941 -0.907
C -3.035 -2.831 2.441 -0.464
O -2.617 -1.519 2.755 -0.504
C -1.297 -1.191 2.652 0.941
C -0.250 -2.078 2.473 -0.269
C 1.056 -1.617 2.366 -0.780
C 1.340 -0.267 2.453 -0.870
C 2.742 0.245 2.260 -1.192
C 2.839 1.085 0.986 -0.640
N 2.292 0.353 -0.140 -0.013
C 2.298 0.878 -1.384 -0.219
O 2.948 1.858 -1.681 -0.701
C 1.393 0.146 -2.375 0.486
C 1.956 0.259 -3.788 -1.096
C 0.952 -0.067 -4.855 0.992
C 1.525 -0.285 -6.222 -1.582
C -0.346 -0.145 -4.603 -0.859
C -0.956 0.080 -3.253 -0.864
C 0.008 0.823 -2.323 0.346
C -0.525 0.841 -0.910 0.011
O -0.710 1.827 -0.248 -0.637
O -0.780 -0.389 -0.440 -0.468
C 0.293 0.631 2.656 0.492
C -1.018 0.198 2.749 0.238
O -2.111 0.987 2.895 -0.487
C -1.964 2.395 2.914 -0.349
C -1.527 2.924 4.277 -1.107
H -1.989 -3.050 0.552 0.187
H -3.394 -4.107 0.747 0.443
H -3.617 -2.384 0.418 0.269
H -4.064 -2.876 2.805 0.387
H -2.443 -3.573 2.992 0.329
H -0.432 -3.138 2.408 0.364
H 1.853 -2.330 2.216 0.357
H 3.042 0.865 3.107 0.375
H 3.431 -0.598 2.193 0.336
H 2.286 2.025 1.104 0.289
H 3.878 1.339 0.759 0.440
H 1.655 -0.397 0.087 0.266
H 1.281 -0.903 -2.085 0.402
H 2.821 -0.402 -3.885 0.446
H 2.322 1.282 -3.929 0.396
H 0.740 -0.448 -6.955 0.397
H 2.115 0.579 -6.523 0.321
H 2.186 -1.152 -6.221 0.316
H -1.042 -0.391 -5.393 0.318
H -1.879 0.656 -3.359 0.503
H -1.220 -0.884 -2.806 0.284
H 0.120 1.861 -2.650 0.617
H -1.149 -0.340 0.463 0.340
H 0.522 1.682 2.719 0.487
H -2.965 2.769 2.681 0.441
H -1.283 2.717 2.119 0.191
H -0.549 2.540 4.556 0.278
H -1.485 4.009 4.250 0.389
H -2.242 2.616 5.037 0.334
```

Computed properties:
charge: 0
energy above the lowest of the compared OMol25 structures with the same formula, charge and spin: 0.840 eV
E_LUMO: 0.734 eV
orbital gap: 0.33109 Eh
SMILES string: CCOc1ccc(CCNC(=O)[C@@H]2CC(C)=CC[C@H]2C(=O)O)cc1OCC


Record 6
Density functional theory data (the ωB97M-V functional and the def2-TZVPD basis) for 2 unconnected molecules or ions with the total composition C21H30Br2N4O3 in a non-equilibrium geometry.

```
60
Properties=species:S:1:pos:R:3:mulliken_charge:R:1
C 1.694 -3.281 1.237 -1.179
C 0.394 -3.066 2.047 0.299
O -0.743 -3.461 1.294 -0.418
C -1.720 -2.444 1.179 -1.007
C -1.548 -1.661 -0.133 0.741
C -2.056 -2.173 -1.279 -0.836
C -1.858 -1.452 -2.492 -0.227
C -1.189 -0.275 -2.471 -0.138
C -0.650 0.290 -1.288 -0.139
N 0.040 1.466 -1.402 -0.631
C 0.512 1.850 -0.243 0.152
C 1.356 3.138 -0.264 -0.747
C 2.829 2.713 -0.436 0.112
O 3.491 3.191 -1.326 -0.584
N 3.309 1.720 0.483 0.463
C 3.441 0.386 -0.139 -1.011
C 4.521 2.156 1.183 -1.159
C 0.306 1.167 1.016 -0.628
C 0.884 1.679 2.331 0.467
C 0.036 1.270 3.558 -0.046
O 0.494 0.435 4.317 -0.622
N -1.208 1.885 3.839 -0.038
C -2.222 1.648 2.793 -0.720
C -1.770 1.369 5.101 -0.875
N -0.363 0.047 1.090 0.825
C -0.841 -0.423 -0.098 -0.333
H 1.609 -2.875 0.223 0.275
H 1.957 -4.347 1.219 0.369
H 2.505 -2.795 1.804 0.312
H 0.358 -2.023 2.390 -0.184
H 0.499 -3.682 2.957 0.330
H -2.728 -2.887 1.152 0.580
H -1.718 -1.760 2.038 0.282
H -2.600 -3.115 -1.261 0.493
H -2.235 -1.794 -3.458 0.171
H -1.044 0.262 -3.409 0.392
H 1.068 3.673 -1.176 0.410
H 1.169 3.776 0.604 0.407
H 2.999 0.412 -1.147 0.349
H 2.811 -0.321 0.428 0.233
H 4.472 0.018 -0.185 0.395
H 4.307 3.146 1.615 0.352
H 5.412 2.212 0.540 0.351
H 4.685 1.488 2.039 0.404
H 0.969 2.771 2.367 0.419
H 1.877 1.245 2.477 0.172
H -2.270 0.564 2.583 0.178
H -3.226 1.953 3.100 0.481
H -1.969 2.125 1.838 0.151
H -2.794 1.752 5.201 0.345
H -1.858 0.271 5.087 0.295
H -1.161 1.714 5.942 0.297
Br -1.945 -3.379 -6.550 -0.143
C -2.557 -1.756 -7.433 -0.575
C -2.414 -0.557 -6.534 -0.631
Br -3.811 -0.515 -5.179 -0.125
H -3.581 -1.932 -7.746 0.391
H -1.923 -1.652 -8.312 0.354
H -2.538 0.364 -7.101 0.411
H -1.463 -0.531 -6.010 0.340
```

Computed properties:
charge: 0
E_LUMO: -0.306 eV
orbital gap: 0.31974 Eh
SMILES string: CCOCc1cccc2nc(CC(=O)N(C)C)c(CC(=O)N(C)C)nc12.BrCCBr


Record 7
Density functional theory data (the ωB97M-V functional and the def2-TZVPD basis) for a molecular structure, C21H30Br39NO3 in a non-equilibrium geometry.

```
94
Properties=species:S:1:pos:R:3:mulliken_charge:R:1
C -0.998 3.368 2.017 -0.590
O -1.683 2.264 1.385 -0.235
C -1.555 2.451 -0.034 -0.810
C -2.225 1.298 -0.866 0.853
C -2.291 -0.073 -0.102 -0.961
C -0.922 -0.497 0.567 0.043
C 0.342 -0.148 -0.301 -0.037
C 0.284 -0.767 -1.758 -0.098
N 1.567 -0.391 -2.451 -0.001
C 1.279 0.237 -3.716 0.319
O 0.584 1.221 -3.866 -0.456
O 1.854 -0.305 -4.894 -0.285
H -0.391 3.975 1.302 0.317
H -1.799 4.061 2.424 0.275
H -0.311 3.010 2.842 0.053
H -2.113 3.406 -0.292 0.352
H -0.505 2.603 -0.412 0.321
H -3.293 1.599 -1.104 0.462
H -1.717 1.225 -1.880 -0.976
H -3.145 -0.144 0.640 0.362
H -2.530 -0.871 -0.879 0.294
H -0.906 -0.090 1.613 -0.339
H -0.951 -1.619 0.682 0.486
H 0.596 0.953 -0.316 -0.269
H 1.233 -0.642 0.207 0.519
H 0.164 -1.893 -1.695 0.159
H -0.560 -0.375 -2.385 -0.002
H 2.038 0.328 -1.884 0.046
H 1.159 -0.808 -5.357 0.234
C -1.659 -2.337 4.767 -0.223
Br -0.464 -3.407 3.667 0.153
Br -1.547 -0.434 4.390 -0.033
Br -3.487 -2.973 4.657 0.003
H -1.338 -2.471 5.794 0.167
C 5.239 2.191 -1.401 -0.449
Br 3.562 2.549 -0.511 0.091
Br 5.466 0.304 -1.753 -0.021
Br 5.442 3.251 -3.010 -0.001
H 6.031 2.490 -0.722 0.388
C 0.583 -6.478 0.603 -0.309
Br -0.270 -6.439 -1.133 -0.008
Br 1.347 -4.756 1.056 -0.087
Br -0.614 -7.127 1.982 0.014
H 1.403 -7.186 0.539 0.342
C 4.461 -3.227 -5.305 -0.311
Br 5.883 -3.140 -6.617 -0.027
Br 4.246 -5.017 -4.594 -0.047
Br 4.700 -1.918 -3.900 0.110
H 3.539 -2.976 -5.819 0.265
C 3.973 2.113 3.486 -0.486
Br 5.153 1.094 2.346 -0.022
Br 4.177 4.023 3.181 0.014
Br 2.152 1.478 3.330 0.103
H 4.278 1.931 4.512 0.380
C -5.203 6.509 0.570 -0.316
Br -5.726 4.646 0.643 -0.008
Br -4.534 7.138 2.275 -0.056
Br -3.940 6.843 -0.858 -0.042
H -6.097 7.083 0.346 0.377
C -1.720 -5.865 7.136 0.356
Br -3.159 -6.218 8.382 -0.027
Br -0.577 -4.424 7.747 -0.049
Br -0.700 -7.462 6.745 -0.004
H -2.177 -5.542 6.205 -0.325
C 5.666 2.131 -6.492 -0.333
Br 5.172 4.004 -6.482 -0.052
Br 4.146 0.985 -6.142 0.121
Br 6.581 1.636 -8.127 -0.064
H 6.369 1.984 -5.678 0.308
C 0.206 9.272 -0.904 -0.449
Br -1.343 8.883 0.205 0.011
Br 1.443 10.475 -0.023 0.000
Br 1.095 7.669 -1.527 0.038
H -0.161 9.788 -1.785 0.377
C 2.075 7.946 4.083 -0.427
Br 2.131 6.315 5.141 -0.036
Br 3.855 8.494 3.551 -0.045
Br 0.878 7.889 2.558 0.174
H 1.689 8.718 4.741 0.370
C -5.027 -6.528 4.234 -0.315
Br -5.826 -5.715 2.669 -0.016
Br -6.009 -8.092 4.816 -0.039
Br -3.149 -6.918 3.961 0.121
H -5.086 -5.798 5.037 0.259
C -4.681 0.254 -4.159 -0.379
Br -5.791 0.638 -2.618 -0.049
Br -5.538 0.785 -5.813 -0.052
Br -2.915 1.028 -3.983 0.122
H -4.554 -0.823 -4.198 0.410
C -0.552 -10.647 -2.234 -0.329
Br -1.541 -9.928 -0.731 0.006
Br -1.569 -10.543 -3.878 -0.013
Br 1.191 -9.820 -2.412 -0.024
H -0.384 -11.699 -2.029 0.358
```

Computed properties:
charge: 0
E_LUMO: -0.430 eV
orbital gap: 0.33182 Eh